No. 1
Computed, not measured: 2 unconnected molecules or ions with the total composition C3H10NO2PS at a distorted geometry, with wB97M-V/def2-TZVPD.

Geometry (Å):
C: 0.4205 1.5120 1.4073
C: 0.0523 1.5329 -1.0047
C: -0.3768 -2.9744 -0.5391
N: -0.4568 1.1965 0.3062
O: -2.0359 -0.0258 1.9098
O: -0.6373 -2.3271 0.6253
P: -1.6119 0.0226 0.3847
S: -3.0084 0.0786 -0.9514
H: 1.4042 1.0493 1.2795
H: 0.5444 2.5976 1.4553
H: -0.0209 1.1649 2.3376
H: -0.6707 1.2209 -1.7587
H: 0.1935 2.6138 -1.0747
H: 1.0074 1.0384 -1.2014
H: -0.3553 -4.0551 -0.3263
H: 0.5973 -2.6924 -0.9739
H: -1.1605 -2.8151 -1.2985
H: -1.9658 -0.9442 2.1970

Forces on the atoms, in the same order (eV/Å):
0.3 0.0 0.5
0.0 0.2 -0.6
0.0 -0.2 -0.9
-0.6 -1.1 0.0
0.4 0.0 -0.2
-1.3 3.4 1.2
0.0 -1.4 -0.7
0.9 -0.3 0.6
-0.1 0.0 0.0
0.0 -0.1 0.0
0.1 0.1 0.0
0.1 0.1 0.0
0.0 0.0 0.0
0.0 0.0 0.1
0.0 0.0 -0.1
-0.1 -0.1 -0.1
0.1 -0.1 -0.1
0.0 -0.5 0.2

Properties
HOMO level	-8.65	eV
F_max	0.0750	Eh/bohr
charge	0

---

No. 2
Computed, not measured: a molecular structure, C23H33BrN7OPtS2, with wB97M-V/def2-TZVPD.

Geometry (Å):
Pt: 0.4581 -0.6536 0.0159
Br: 6.9483 -3.3235 1.9320
C: 5.3599 -2.3148 1.8118
C: 4.1915 -2.9214 1.3760
C: 3.0306 -2.1758 1.2757
C: 3.0289 -0.8314 1.6314
C: 4.2106 -0.2264 2.0488
C: 5.3764 -0.9692 2.1395
N: 1.8078 -0.0935 1.5318
C: 1.5895 0.8410 2.3776
C: 0.4187 1.7127 2.3741
C: 0.2642 2.6762 3.3641
C: -0.8641 3.4823 3.3170
C: -1.7775 3.2960 2.2955
C: -1.5367 2.3040 1.3470
N: -0.4633 1.5316 1.3917
H: 4.1928 -3.9679 1.1051
H: 2.1169 -2.6331 0.9178
H: 4.2503 0.8339 2.2621
H: 6.2985 -0.4978 2.4489
H: 2.3108 1.0051 3.1750
H: 1.0067 2.7972 4.1425
H: -1.0205 4.2487 4.0640
H: -2.6626 3.9125 2.2202
H: -2.2041 2.1308 0.5086
C: -2.7597 -4.8404 1.7251
N: -2.0148 -3.6289 2.0536
C: -1.7580 -3.3319 3.4555
C: -1.4332 -2.8545 1.1101
N: -0.5825 -1.9151 1.3728
N: -1.8321 -3.1155 -0.1916
C: -1.6609 -2.3107 -1.3054
N: -2.4473 -2.6300 -2.3564
N: -0.8538 -1.3170 -1.3434
H: -2.7767 -5.4831 2.5999
H: -2.2691 -5.4083 0.9335
H: -3.7950 -4.6259 1.4467
H: -2.4351 -3.9221 4.0646
H: -1.9581 -2.2808 3.6691
H: -0.7318 -3.5759 3.7441
H: -0.4197 -1.7902 2.3607
H: -2.5505 -3.8116 -0.2857
H: -3.1113 -3.3811 -2.3316
H: -2.4284 -2.0462 -3.1764
H: -0.9086 -0.7546 -2.1985
C: 3.3563 1.1420 -2.4040
C: 2.2075 0.1117 -2.3931
C: 2.7514 -1.3104 -2.2993
C: 1.3950 0.2834 -3.7035
C: 1.3058 0.4785 -1.2913
H: 4.0139 0.9250 -3.2470
H: 3.9538 1.0831 -1.4909
H: 2.9718 2.1552 -2.5212
H: 3.3148 -1.5494 -3.2022
H: 1.9424 -2.0353 -2.1965
H: 3.4198 -1.4210 -1.4429
H: 2.0627 0.0063 -4.5219
H: 1.0400 1.3050 -3.8390
H: 0.5233 -0.3724 -3.7282
H: 1.1465 1.5588 -1.2050
C: -3.5576 3.6103 -1.9106
O: -2.2592 3.9664 -2.3710
C: -1.3276 3.0356 -2.6404
S: 0.0862 3.5977 -3.2939
S: -1.6554 1.4083 -2.2000
H: -4.1952 4.4557 -2.1574
H: -3.5557 3.4678 -0.8273
H: -3.9215 2.7054 -2.3906

Forces on the atoms, in the same order (eV/Å):
0.1 -0.1 0.1
0.0 0.0 0.0
0.0 0.0 0.0
0.0 0.0 0.0
0.0 0.0 0.1
0.2 -0.1 0.0
0.0 0.0 -0.1
0.0 0.0 0.0
-0.2 0.0 -0.2
0.1 0.0 0.1
-0.2 0.1 0.0
0.1 -0.1 0.0
-0.1 0.1 0.0
0.0 0.0 0.0
0.1 0.0 0.0
-0.2 0.1 0.0
0.0 0.0 0.0
0.0 0.0 0.0
0.0 0.0 0.0
0.0 0.0 0.0
0.0 0.0 0.0
0.0 0.0 0.0
0.0 0.0 0.0
0.0 0.0 0.0
0.0 0.0 0.0
0.0 0.0 0.0
0.0 -0.1 0.0
0.0 0.0 0.0
0.0 0.1 0.0
0.0 0.1 -0.1
0.1 -0.1 0.0
-0.2 0.2 0.0
0.0 -0.1 0.0
0.3 -0.2 -0.3
0.0 0.0 0.0
0.0 0.0 0.0
0.0 0.0 0.0
0.0 0.0 0.0
0.0 0.0 0.0
0.0 0.0 0.0
0.1 0.0 0.0
0.0 0.0 0.0
0.0 0.0 0.0
0.0 0.0 0.0
-0.1 0.0 0.2
0.0 0.0 0.0
0.0 0.0 0.1
0.0 -0.1 0.0
-0.1 0.0 -0.2
-0.3 0.1 0.1
0.0 0.0 0.0
0.0 0.0 0.0
0.0 0.0 0.0
0.0 0.0 0.0
0.0 0.0 0.0
0.0 0.0 0.0
0.0 0.0 0.0
0.1 0.0 0.1
0.1 -0.1 0.0
0.0 0.0 -0.1
-0.1 0.0 0.0
0.0 0.0 -0.2
0.0 0.0 0.3
0.1 0.1 0.0
0.1 -0.1 0.1
0.0 0.0 0.0
0.0 0.0 0.0
0.0 0.0 0.0

Properties
HOMO level	-8.97	eV
F_max	0.0089	Eh/bohr
charge	+1

---

No. 3
Computed, not measured: 7 unconnected molecules or ions with the total composition C47H69BrFIN2O24 at a distorted geometry, with wB97M-V/def2-TZVPD.

Geometry (Å):
C: -0.2378 6.2797 -0.4655
C: -1.1562 5.5143 -0.2871
C: -2.0196 4.3034 -0.1251
C: -2.7498 3.8097 -1.4223
C: -3.9727 3.0421 -0.8046
O: -5.0770 3.0737 -1.2778
N: -3.7950 2.2826 0.4622
C: -5.0310 2.4208 1.1769
O: -5.3416 3.4073 1.7504
F: -5.8463 1.3314 1.1363
C: -3.5250 5.0377 -2.0482
O: -3.8733 6.0440 -1.5182
N: -3.7419 4.5924 -3.3861
C: -2.6683 3.6628 -3.8375
C: -3.4683 2.5781 -4.6553
C: -4.0219 2.9836 -6.0401
C: -5.2182 3.9536 -6.0507
I: -4.7754 1.1099 -6.9286
C: -1.9062 4.5431 -4.8454
C: -1.1613 5.7720 -4.1344
C: 0.1984 6.2217 -4.8241
O: -1.0903 6.9657 -4.8896
C: -1.9434 3.0453 -2.5480
C: -2.1629 1.5213 -2.3225
O: -1.7520 1.1015 -1.0312
C: -2.0779 -0.2729 -0.8762
C: -1.5276 -0.7961 0.4749
O: -0.1452 -0.5127 0.4894
C: 0.4234 -0.5355 1.8069
C: 1.4519 0.6307 1.8898
C: -0.4170 3.2357 -2.3354
C: 0.6008 2.4350 -3.2021
C: 0.2529 2.0941 -4.6684
Br: 1.1841 0.7436 -2.3198
H: 0.6433 6.9006 -0.4893
H: -1.4734 3.4489 0.3131
H: -2.7916 4.5661 0.6257
H: -3.7395 1.2956 0.2020
H: -4.6942 4.2435 -3.4465
H: -4.3279 2.2493 -4.0318
H: -2.8981 1.6441 -4.8261
H: -3.2599 3.3017 -6.7694
H: -5.6785 4.0889 -7.0498
H: -5.9885 3.6610 -5.3129
H: -4.8264 4.9479 -5.7371
H: -2.5886 5.1430 -5.4754
H: -1.1851 4.0729 -5.5248
H: -1.2102 5.8367 -3.0282
H: 0.3243 5.4495 -5.5827
H: 0.7633 6.3444 -3.8953
H: -1.6107 0.9033 -3.0650
H: -3.2282 1.2126 -2.4493
H: -1.5616 -0.8483 -1.6753
H: -3.1778 -0.4380 -0.8975
H: -1.6637 -1.8972 0.5240
H: -2.0767 -0.2900 1.3008
H: -0.3469 -0.4270 2.5932
H: 0.9250 -1.5109 1.9594
H: 2.3625 0.3133 1.3570
H: 1.0256 1.5076 1.3741
H: 1.6341 0.8392 2.9567
H: -0.0755 4.2868 -2.3437
H: -0.1815 2.9235 -1.2982
H: 1.5268 3.0340 -3.2337
H: -0.7598 1.7170 -4.8601
H: 0.9469 1.2982 -5.0002
H: 0.5224 2.9671 -5.2945
C: -3.1427 -3.9961 6.3696
C: -2.5576 -3.0734 5.3263
C: -2.1614 -3.7674 4.0496
O: -1.0964 -2.9423 3.5722
C: -0.5387 -2.3403 4.6604
O: 0.4850 -1.7368 4.6415
O: -1.3080 -2.5232 5.7623
H: -4.0150 -4.5268 5.9826
H: -2.4057 -4.7216 6.7078
H: -3.4462 -3.4257 7.2493
H: -3.2418 -2.2415 5.1304
H: -2.9730 -3.8056 3.3241
H: -1.7766 -4.7783 4.2087
C: 4.4198 -3.1435 3.6859
C: 4.6582 -3.2286 2.1975
C: 6.1072 -3.3571 1.8130
O: 6.1351 -2.7454 0.5159
C: 5.1184 -1.8504 0.4780
O: 4.9698 -1.0327 -0.3769
O: 4.2918 -2.0031 1.5433
H: 4.8342 -4.0123 4.1988
H: 4.8657 -2.2373 4.0998
H: 3.3502 -3.0926 3.8970
H: 4.0583 -4.0362 1.7668
H: 6.4328 -4.3952 1.7582
H: 6.7823 -2.8063 2.4703
C: -10.4733 6.7348 -6.5381
C: -9.0846 6.6160 -7.1197
C: -9.0132 6.8759 -8.6019
O: -7.8926 6.0800 -8.9965
C: -7.7930 5.0607 -8.1049
O: -7.0881 4.1116 -8.2411
O: -8.6027 5.2677 -7.0354
H: -10.8978 7.7203 -6.7334
H: -11.1354 5.9723 -6.9522
H: -10.4473 6.5762 -5.4593
H: -8.3897 7.2580 -6.5703
H: -8.8411 7.9253 -8.8349
H: -9.8964 6.5297 -9.1454
C: -1.2574 -8.4871 10.7384
C: -1.8125 -7.3676 9.8901
C: -1.9486 -7.7125 8.4303
O: -1.8049 -6.4371 7.7961
C: -1.0503 -5.6634 8.6333
O: -0.5834 -4.6150 8.3363
O: -0.9085 -6.2574 9.8471
H: -1.8705 -9.3853 10.6541
H: -0.2331 -8.7254 10.4466
H: -1.2239 -8.1875 11.7866
H: -2.7617 -7.0151 10.3050
H: -2.9170 -8.1508 8.1939
H: -1.1590 -8.3745 8.0652
C: 8.1557 2.4933 -0.1703
C: 8.8394 1.2704 0.3932
C: 8.5779 0.0067 -0.3847
O: 8.6955 -0.9992 0.6251
C: 8.3847 -0.4154 1.8087
O: 8.1928 -1.0118 2.8211
O: 8.3139 0.9340 1.6841
H: 8.4470 2.6630 -1.2077
H: 7.0705 2.3914 -0.1163
H: 8.4186 3.3772 0.4127
H: 9.9127 1.4547 0.5030
H: 9.3073 -0.1553 -1.1768
H: 7.5715 -0.0419 -0.8099
C: 10.3158 -6.8633 1.2081
C: 9.3389 -7.6807 2.0200
C: 8.7418 -8.8439 1.2718
O: 7.4698 -8.9940 1.9063
C: 7.1236 -7.7762 2.4016
O: 6.0471 -7.5011 2.8219
O: 8.1737 -6.9134 2.3500
H: 11.1302 -7.4841 0.8323
H: 9.8154 -6.3824 0.3657
H: 10.7412 -6.0653 1.8179
H: 9.8051 -8.0057 2.9549
H: 9.3317 -9.7534 1.3725
H: 8.5805 -8.6386 0.2102

Forces on the atoms, in the same order (eV/Å):
-0.2 -0.2 0.4
0.9 -0.9 -0.4
0.0 0.5 0.2
-0.2 1.2 2.6
0.1 -0.6 -0.5
0.3 0.3 -0.1
-1.6 -0.5 -0.2
0.3 0.8 0.0
-0.2 -0.5 -0.1
0.9 0.3 0.0
1.0 -2.0 -1.4
-0.2 -0.2 0.0
0.2 0.9 1.2
-1.8 -0.5 -1.7
0.1 -0.8 0.0
-0.8 -0.1 -0.2
0.8 0.8 0.2
0.2 0.2 0.1
1.4 2.5 0.9
0.9 -1.0 -1.6
-3.9 -1.5 2.5
1.4 -1.1 0.5
-0.3 0.1 1.0
-0.6 -0.8 -1.0
-0.5 0.2 -0.1
0.9 -0.7 0.6
0.1 0.4 -0.8
-0.7 0.1 0.7
0.8 0.4 -0.1
-0.6 -0.9 -0.1
0.9 0.2 0.3
-0.1 0.0 -0.5
1.1 -0.1 -0.1
-0.1 0.5 -0.1
-0.6 -0.1 -0.1
0.0 0.6 -0.2
0.3 -0.1 -0.4
0.6 0.2 -0.1
0.1 0.1 -0.3
0.4 0.2 -0.3
0.1 0.7 0.2
-0.2 -0.2 0.5
0.6 -0.5 1.0
0.3 0.0 -0.4
-0.3 -0.5 -0.1
-0.2 -0.9 0.3
-0.4 -0.3 0.4
-0.1 0.4 -0.9
0.8 0.9 -0.2
0.9 0.8 -1.1
-0.2 0.5 0.2
0.4 0.5 0.0
-0.5 0.2 0.2
0.4 0.0 -0.3
-0.4 0.5 0.1
0.4 -0.3 -0.2
0.2 0.0 -0.5
-0.3 0.5 0.1
-0.2 0.3 0.4
0.2 -0.3 0.3
0.2 0.0 -0.5
-0.5 -0.5 -0.3
-0.3 0.1 -0.5
-0.4 -0.4 0.2
0.3 0.4 0.1
-0.4 0.4 0.2
-0.6 -0.4 0.2
0.2 0.2 0.3
-0.5 -0.5 0.5
-0.2 -0.1 -0.3
0.1 0.1 0.2
0.1 0.1 0.2
0.0 -0.1 0.0
0.1 0.1 -0.5
0.0 0.1 -0.1
-0.1 0.2 -0.3
-0.1 0.0 -0.1
0.1 0.0 -0.1
0.1 0.1 -0.1
0.0 0.0 0.2
-0.4 0.3 0.1
0.0 -0.2 0.8
0.3 -0.4 0.1
-0.3 0.2 0.0
-0.1 0.0 0.1
0.1 0.0 0.0
0.2 0.0 -0.5
0.0 0.0 -0.1
0.1 -0.1 -0.1
0.0 -0.1 0.0
0.0 0.0 -0.1
0.0 0.1 -0.2
-0.1 0.0 0.0
0.0 -0.3 0.3
-0.7 0.3 0.3
0.1 0.3 -0.2
0.0 -0.2 0.2
0.0 -0.2 -0.1
-0.6 0.2 -0.5
0.3 0.0 -0.3
0.1 0.0 0.0
0.1 0.1 -0.1
0.0 0.1 0.0
0.1 0.0 -0.1
0.2 -0.1 -0.1
0.0 0.0 0.1
0.3 0.2 0.3
0.1 -0.6 0.4
-0.3 -0.2 -0.3
0.3 -0.2 0.5
0.2 0.2 0.1
0.0 -0.1 0.0
-0.2 0.1 -0.4
0.0 0.1 0.0
-0.1 0.0 -0.1
-0.1 0.0 0.0
0.0 0.0 -0.1
0.0 0.2 -0.1
0.0 0.0 0.1
-0.2 0.2 0.4
-0.2 0.6 -0.5
0.1 -0.2 -0.4
0.0 0.2 0.3
-0.1 0.0 0.0
0.0 0.0 0.0
0.2 -0.5 0.0
0.0 -0.1 0.0
0.0 -0.2 -0.1
0.1 0.0 -0.1
0.0 -0.1 0.0
0.0 -0.2 0.1
0.0 0.1 0.1
-0.1 0.4 0.1
0.6 0.3 -0.4
0.1 -0.4 0.0
0.0 0.3 0.1
-0.2 0.1 0.1
0.1 0.0 0.0
-0.3 -0.4 0.0
0.0 0.0 0.1
0.0 -0.2 0.0
0.0 -0.1 0.0
-0.1 -0.1 0.0
-0.2 -0.1 0.1
0.1 0.1 0.0

Properties
HOMO level	-8.98	eV
F_max	0.0953	Eh/bohr
charge	0
SMILES	C#CC[C@@]1(C(=O)NC(=O)F)C(=O)N[C@](C[C@H]2CO2)(C[C@H](C)I)[C@@]1(COCCOCC)C[C@H](C)Br.C[C@@H]1COC(=O)O1.C[C@@H]1COC(=O)O1.C[C@@H]1COC(=O)O1.C[C@@H]1COC(=O)O1.C[C@@H]1COC(=O)O1.C[C@@H]1COC(=O)O1

---

Which of these has the lowest HOMO level? C47H69BrFIN2O24

---

The highest charge belongs to which entry? C23H33BrN7OPtS2

---

Which of these has the lowest HOMO level? C47H69BrFIN2O24